(1)
Formula: C23H32N2O2
Source: the OMol25 dataset
Level of theory: ωB97M-V/def2-TZVPD

```
59
Properties=species:S:1:pos:R:3
C 1.665 -3.260 -3.259
H 1.973 -3.797 -4.155
H 1.884 -3.896 -2.406
H 0.585 -3.128 -3.294
C 2.342 -1.876 -3.226
C 1.850 -1.062 -2.023
C 1.153 0.124 -2.219
C 0.711 0.898 -1.163
C 0.958 0.473 0.131
C 1.624 -0.712 0.394
C 2.074 -1.473 -0.699
O 2.746 -2.629 -0.415
H 2.965 -3.080 -1.236
C 1.850 -1.186 1.826
C 1.256 -0.224 2.861
H 0.181 -0.126 2.731
H 1.439 -0.619 3.859
H 1.720 0.759 2.803
C 1.166 -2.545 2.023
H 1.613 -3.301 1.387
H 1.263 -2.865 3.058
H 0.108 -2.466 1.780
C 3.355 -1.298 2.105
H 3.817 -2.028 1.450
H 3.520 -1.606 3.135
H 3.838 -0.335 1.950
H 0.611 1.089 0.941
C -0.075 2.156 -1.415
H 0.215 2.594 -2.372
H 0.134 2.886 -0.630
C -1.582 1.850 -1.455
C -2.060 1.219 -0.158
O -2.462 0.078 -0.076
N -1.981 2.045 0.912
H -1.739 3.013 0.780
C -2.411 1.649 2.236
C -3.763 2.229 2.563
N -3.794 3.198 3.467
C -4.959 3.749 3.761
C -6.153 3.372 3.167
C -6.120 2.363 2.215
C -4.904 1.779 1.905
H -4.826 0.989 1.174
H -7.027 2.037 1.727
H -7.079 3.852 3.441
H -4.927 4.532 4.509
H -1.684 1.990 2.978
H -2.462 0.556 2.230
H -2.145 2.768 -1.640
H -1.787 1.143 -2.260
H 0.943 0.473 -3.216
C 1.983 -1.209 -4.563
H 2.372 -1.816 -5.378
H 2.426 -0.220 -4.645
H 0.906 -1.133 -4.690
C 3.879 -1.983 -3.216
H 4.306 -0.988 -3.323
H 4.212 -2.589 -4.056
H 4.297 -2.414 -2.310
```

Its total charge is 0. As for the HOMO energy: -8.1 eV. The value obtained for the energy above the lowest of the compared OMol25 structures with the same formula, charge and spin is 109.7 kJ/mol. The HOMO-LUMO gap is 8.80 eV.

(2)
Formula: C15H18N4O4
Source: the OMol25 dataset
Level of theory: ωB97M-V/def2-TZVPD

```
41
Properties=species:S:1:pos:R:3
C -0.559 1.625 0.367
C 0.198 0.451 0.842
C -0.290 3.125 0.856
C 1.002 3.311 0.852
C 1.561 4.560 0.405
C 3.083 3.066 0.408
C 1.420 -1.547 0.095
C 2.997 -1.521 0.342
C 0.908 -2.527 -0.859
C -0.602 -2.577 -0.940
C -1.527 -1.702 -1.595
C -1.269 -3.541 -0.040
C -2.896 -1.925 -1.606
C -2.598 -3.813 0.023
C -3.318 -3.044 -0.891
H -2.148 0.502 -0.063
H -2.178 1.316 1.549
H -0.487 1.800 -0.705
H -0.872 3.388 1.986
H -0.673 3.958 0.225
H 1.066 5.558 0.502
H 4.066 2.723 0.662
H 3.431 5.029 -0.149
H 0.902 0.055 -1.034
H 0.975 -1.729 1.032
H 1.333 -2.464 -1.852
H 1.478 -3.345 -0.433
H -1.052 -0.907 -2.349
H -0.704 -3.990 0.841
H -3.495 -1.276 -2.250
H -3.151 -4.561 0.672
H -5.405 -2.464 -1.079
H 2.588 0.453 0.773
N -2.008 1.415 0.520
N 1.989 2.413 0.784
N 2.891 4.325 -0.003
N 0.941 -0.219 -0.072
O 0.071 -0.006 1.940
O 3.764 -2.404 0.321
O -4.717 -3.322 -0.830
O 3.286 -0.185 0.752
```

Its total charge is 0. As for the HOMO energy: -8.4 eV. The value obtained for the energy above the lowest of the compared OMol25 structures with the same formula, charge and spin is 684.8 kJ/mol. The HOMO-LUMO gap is 8.90 eV.

(3)
Formula: C3H8N2O2S
Source: the OMol25 dataset
Level of theory: ωB97M-V/def2-TZVPD

```
16
Properties=species:S:1:pos:R:3
C 3.171 -0.985 0.292
C -0.195 -0.189 -0.310
C 0.029 1.259 0.412
H 3.972 0.047 0.133
H 3.349 -1.471 1.459
H 2.885 -1.554 -0.561
H 0.576 1.250 1.384
H -0.953 1.674 0.466
H 1.784 1.344 -0.652
H -1.489 -1.704 -1.071
H -2.433 -0.195 1.614
N 0.875 -0.905 -0.220
N -1.361 -0.834 -0.576
O 1.978 -0.048 0.145
O 0.899 1.917 -0.507
S -2.833 -0.167 0.208
```

Its total charge is 0. As for the HOMO energy: -8.7 eV. The value obtained for the energy above the lowest of the compared OMol25 structures with the same formula, charge and spin is 558.1 kJ/mol. The HOMO-LUMO gap is 9.12 eV.

(4)
Formula: C2H4NO2S
Source: the OMol25 dataset
Level of theory: ωB97M-V/def2-TZVPD

```
10
Properties=species:S:1:pos:R:3
C -1.570 -2.184 0.302
C 0.945 0.796 -0.094
N -0.842 -1.441 -0.048
O 3.017 -0.508 1.263
O 2.809 -0.886 -1.237
S 2.382 -0.317 -0.001
H -2.311 -2.902 0.407
H 0.679 1.225 0.772
H 1.323 1.441 -0.877
H 0.069 0.086 -0.350
```

Its total charge is +1. As for the HOMO energy: -17.7 eV. The value obtained for the energy above the lowest of the compared OMol25 structures with the same formula, charge and spin is 111.2 kJ/mol. The HOMO-LUMO gap is 10.66 eV.

(5)
Formula: C33H43BrCl7CsF10KMgN2O6S3
Source: the OMol25 dataset
Level of theory: ωB97M-V/def2-TZVPD

```
108
Properties=species:S:1:pos:R:3
C -2.430 -4.912 -2.848
C -1.100 -4.723 -3.575
C -0.778 -5.866 -4.532
C 0.703 -6.149 -4.729
N 1.244 -5.488 -5.970
C 1.451 -4.052 -5.695
C 1.906 -3.253 -6.910
C 1.414 -1.812 -6.855
C 2.535 -0.778 -6.663
N 3.735 -1.319 -5.994
C 3.763 -1.343 -4.607
O 4.734 -0.995 -3.953
O 2.674 -1.918 -4.039
C 1.771 -1.009 -3.366
C 1.959 -1.031 -1.860
C 2.854 0.040 -1.233
C 2.342 1.456 -1.237
F 2.305 2.035 -2.468
F 3.203 2.203 -0.498
C 0.958 1.664 -0.592
F 0.660 2.985 -0.636
F -0.005 0.992 -1.269
F 0.978 1.259 0.699
C 2.406 -6.135 -6.343
S 2.350 -7.459 -7.274
S 4.079 -5.565 -5.804
C 4.570 -6.497 -4.287
C 3.877 -5.946 -3.023
C 4.878 -5.531 -1.945
H -2.415 -4.328 -1.938
H -2.609 -5.945 -2.594
H -3.249 -4.516 -3.429
H -1.156 -3.777 -4.100
H -0.318 -4.628 -2.831
H -1.259 -5.734 -5.488
H -1.193 -6.764 -4.091
H 0.830 -7.208 -4.875
H 1.277 -5.804 -3.879
H 0.497 -3.658 -5.391
H 2.137 -3.923 -4.864
H 2.979 -3.291 -7.037
H 1.465 -3.748 -7.768
H 0.662 -1.682 -6.090
H 0.921 -1.587 -7.790
H 2.140 0.105 -6.184
H 2.862 -0.451 -7.638
H 4.539 -0.769 -6.264
H 0.775 -1.367 -3.587
H 1.845 -0.023 -3.803
H 0.990 -1.076 -1.391
H 2.429 -1.982 -1.646
H 3.841 0.006 -1.675
H 2.971 -0.222 -0.191
H 4.382 -7.553 -4.424
H 5.641 -6.379 -4.196
H 3.179 -6.683 -2.659
H 3.343 -5.057 -3.312
H 5.145 -4.495 -2.096
H 4.391 -5.577 -0.981
H 5.762 -6.150 -1.941
C -2.494 3.414 1.377
F -2.535 3.030 0.085
F -2.609 2.328 2.134
F -1.324 3.960 1.611
S -3.857 4.578 1.731
O -5.035 3.810 1.424
O -3.654 5.707 0.816
O -3.675 4.912 3.116
F -6.074 -2.635 3.156
C -6.003 -1.302 3.357
C -5.753 -0.833 4.628
C -5.678 0.539 4.826
C -5.857 1.415 3.764
C -6.111 0.918 2.494
C -6.182 -0.451 2.285
H -5.622 -1.531 5.444
H -5.476 0.922 5.819
H -5.801 2.483 3.921
H -6.249 1.601 1.670
H -6.372 -0.860 1.302
Cs 5.350 -5.561 -7.743
K -2.699 6.223 -0.943
C -4.606 5.467 6.553
Cl -4.895 5.414 8.339
Cl -4.967 3.895 5.873
Cl -5.548 6.736 5.831
H -3.556 5.681 6.399
Br 0.770 5.966 0.248
F 0.022 7.432 13.722
C -0.871 7.080 12.785
C -2.211 7.044 13.118
C -3.128 6.688 12.146
C -2.695 6.371 10.863
C -1.342 6.409 10.552
C -0.419 6.771 11.516
H -2.521 7.295 14.123
H -4.182 6.665 12.387
H -3.410 6.094 10.103
H -1.004 6.161 9.554
H 0.638 6.821 11.295
Mg -4.675 3.146 9.265
C 5.929 2.922 -5.041
Cl 4.433 2.378 -4.283
Cl 7.300 2.127 -4.271
Cl 5.901 2.491 -6.768
Cl 6.079 4.665 -4.879
O 0.329 10.373 13.098
H 0.299 9.404 13.154
```

Its total charge is +1. As for the HOMO energy: -8.2 eV. The value obtained for the energy above the lowest of the compared OMol25 structures with the same formula, charge and spin is 91.7 kJ/mol. The HOMO-LUMO gap is 1.18 eV.

(6)
Formula: C4H6I2O
Source: the OMol25 dataset
Level of theory: ωB97M-V/def2-TZVPD

```
13
Properties=species:S:1:pos:R:3
C -0.418 0.106 0.951
C 0.420 0.549 -0.262
C -1.542 0.011 -0.008
C 1.636 -0.330 -0.579
O -0.675 0.274 -1.130
I -3.148 1.358 0.218
I -2.286 -2.148 -0.271
H 0.002 -0.841 1.509
H -0.608 0.915 1.788
H 0.785 1.547 -0.293
H 1.238 -1.293 -0.324
H 2.547 -0.095 -0.027
H 2.050 -0.051 -1.574
```

Its total charge is 0. As for the HOMO energy: -9.3 eV. The value obtained for the energy above the lowest of the compared OMol25 structures with the same formula, charge and spin is 96.7 kJ/mol. The HOMO-LUMO gap is 8.89 eV.

(7)
Formula: C12H21BrFO8SSb
Source: the OMol25 dataset
Level of theory: ωB97M-V/def2-TZVPD

```
45
Properties=species:S:1:pos:R:3
C 3.916 -2.393 1.377
C 5.088 -1.808 1.000
C 5.019 -0.640 0.088
O 5.566 -0.707 -0.989
O 4.310 0.410 0.526
C 3.470 1.065 -0.463
C 2.719 2.211 0.209
C 1.259 2.413 -0.258
C 0.936 1.944 -1.687
C -0.007 0.732 -1.777
C -1.349 0.971 -1.061
Sb -1.903 -0.276 0.662
F -2.473 -1.568 2.066
Br 0.612 -0.843 1.328
C -4.074 0.103 0.300
O -4.573 0.856 1.400
O -5.303 -0.047 2.245
C -1.891 1.402 2.164
O -1.648 2.504 1.655
O -2.130 1.106 3.325
S -1.947 -2.405 -0.837
C -3.629 -2.985 -1.038
O -1.377 -2.177 -2.171
O -1.275 -3.487 -0.116
H 3.168 -1.880 1.968
H 3.721 -3.425 1.090
H 6.053 -2.145 1.366
H 4.137 1.466 -1.229
H 2.827 0.338 -0.956
H 3.302 3.123 0.060
H 2.733 2.003 1.279
H 0.600 1.976 0.487
H 1.062 3.486 -0.206
H 0.394 2.758 -2.180
H 1.820 1.754 -2.302
H -0.219 0.629 -2.847
H 0.491 -0.196 -1.497
H -2.145 0.820 -1.796
H -1.429 2.011 -0.748
H -4.251 0.679 -0.612
H -4.656 -0.817 0.249
H -5.020 0.282 3.110
H -4.011 -3.197 -0.041
H -4.236 -2.186 -1.465
H -3.656 -3.861 -1.681
```

Its total charge is -2. As for the HOMO energy: -0.8 eV. The HOMO-LUMO gap is 5.34 eV.

(8)
Formula: C42H45F3KN7O2Se
Source: the OMol25 dataset
Level of theory: ωB97M-V/def2-TZVPD

```
101
Properties=species:S:1:pos:R:3
K -0.341 -0.172 -0.614
C -0.283 -1.793 -3.727
N 0.825 -1.646 -2.818
C 1.665 -0.516 -3.160
C 1.544 -2.800 -2.458
C 1.454 -4.007 -3.128
C 2.238 -5.099 -2.770
C 3.126 -4.982 -1.715
C 3.199 -3.807 -1.001
C 2.399 -2.691 -1.319
N 2.317 -1.624 -0.512
C 3.362 -1.205 0.228
C 4.647 -1.090 -0.333
C 5.693 -0.504 0.346
C 5.498 -0.042 1.635
C 4.252 -0.188 2.236
C 3.180 -0.761 1.570
N 1.904 -0.899 2.145
C 1.369 -2.240 2.197
C 1.629 -0.156 3.343
H 0.018 -2.073 -4.752
H -0.970 -2.546 -3.343
H -0.807 -0.838 -3.774
H 2.154 -0.656 -4.140
H 1.059 0.389 -3.183
H 2.432 -0.391 -2.403
H 0.770 -4.122 -3.959
H 2.154 -6.027 -3.323
H 3.756 -5.820 -1.438
H 3.859 -3.725 -0.145
H 4.783 -1.442 -1.350
H 6.662 -0.410 -0.136
H 6.309 0.424 2.185
H 4.138 0.157 3.256
H 1.750 -2.799 3.072
H 0.283 -2.198 2.256
H 1.645 -2.776 1.297
H 2.150 -0.561 4.235
H 1.924 0.882 3.191
H 0.554 -0.182 3.518
N -1.737 -0.003 2.017
C -2.656 1.111 1.876
C -2.594 1.715 0.472
N -1.359 2.432 0.247
H -1.958 -0.694 1.298
H -1.897 -0.455 2.913
H -2.377 1.876 2.612
H -3.703 0.812 2.077
H -3.484 2.352 0.338
H -2.664 0.899 -0.246
H -1.471 3.410 0.496
H -1.124 2.388 -0.758
O -4.091 -2.627 -0.652
C -2.890 -2.533 -0.378
O -2.160 -1.519 -0.479
C -2.210 -3.782 0.198
C -2.985 -4.750 0.823
C -2.394 -5.875 1.366
C -1.021 -6.046 1.268
C -0.245 -5.088 0.637
C -0.837 -3.954 0.108
H -4.055 -4.590 0.864
H -3.000 -6.626 1.865
H -0.556 -6.937 1.677
H 0.825 -5.227 0.553
H -0.243 -3.197 -0.382
C 1.097 6.218 1.104
N 1.550 5.517 2.269
C 1.804 4.163 2.317
Se 1.751 2.978 0.968
N 2.174 3.890 3.611
C 2.193 5.035 4.357
C 2.528 5.265 5.681
C 2.485 6.588 6.123
C 2.112 7.616 5.278
C 1.751 7.390 3.948
C 1.799 6.077 3.497
H 0.893 5.481 0.326
H 1.864 6.913 0.751
H 0.185 6.775 1.333
H 2.416 2.967 3.931
H 2.817 4.451 6.328
H 2.755 6.809 7.148
H 2.103 8.632 5.652
H 1.458 8.205 3.304
F -7.262 -1.517 -5.449
C -6.997 -0.191 -5.383
F -7.188 0.267 -6.644
F -8.056 0.317 -4.683
C -5.679 0.153 -4.804
C -4.859 1.102 -5.416
C -3.665 1.456 -4.839
C -3.241 0.881 -3.624
C -4.070 -0.095 -3.034
C -5.264 -0.447 -3.609
C -2.040 1.280 -3.017
C -0.991 1.695 -2.518
H -5.173 1.553 -6.349
H -3.030 2.192 -5.319
H -3.754 -0.575 -2.122
H -5.885 -1.195 -3.137
```

Its total charge is -2. As for the HOMO energy: -1.0 eV. The value obtained for the energy above the lowest of the compared OMol25 structures with the same formula, charge and spin is 28.3 kJ/mol. The HOMO-LUMO gap is 4.45 eV.

no.,LUMO energy (eV),energy (eV)
1,0.70,-31446.8598
2,0.53,-29992.8986
3,0.47,-21145.0616
4,-7.01,-18547.8789
5,-7.03,-289864.6411
6,-0.41,-22492.1211
7,4.59,-119292.5474
8,3.43,-148635.6569